Entry 1:
Here is a single C5H10N2S molecule at a distorted geometry from OMol25. Energies are from wB97M-V/def2-TZVPD.

Computed properties:
Orbital gap, Ha: 0.3055
HOMO level, eV: -8.6802
Maximum force, hartree/bohr: 0.1508
2S+1: 1
Electronic energy, hartree: -704.0206
SMILES: S=C1CNCCNC1

CARTESIAN COORDINATES (ANGSTROEM)
S -0.422935 0.597160 -2.442150
C -0.283487 -0.063343 -0.969574
C -0.917159 0.621532 0.125868
N -0.127282 1.249442 1.162234
C -0.064170 0.264173 2.138880
C 0.347844 -1.107391 1.717255
N 1.418980 -1.081789 0.791447
C 0.681270 -1.147414 -0.521263
H -1.251816 1.683225 -0.131674
H -1.723716 -0.086093 0.529353
H -0.920173 1.842110 1.680476
H -1.064813 0.362922 2.730792
H 0.777753 0.777809 2.855432
H 0.644850 -1.824358 2.580984
H -0.541010 -1.572749 1.533408
H 1.621738 0.102928 0.671498
H 1.389897 -1.386363 -1.444165
H 0.206580 -2.032883 -0.554453

Force components x, y, z for each atom (eV/Å):
S 0.13 -0.88 -0.20
C 2.29 0.67 -0.30
C -3.66 3.71 0.01
N -2.29 0.86 0.52
C 2.20 1.38 7.30
C 1.54 -0.53 4.75
N -0.50 5.24 -3.85
C 3.61 0.49 -3.63
H -1.31 -2.23 -1.62
H 0.51 1.16 -0.29
H 2.84 -0.54 -2.00
H 1.63 -1.34 -0.53
H -1.78 -1.79 -0.71
H -0.11 1.77 -0.58
H -2.21 -1.66 -2.14
H 0.20 -4.12 1.04
H -0.85 1.06 1.92
H -2.23 -3.25 0.31

These are the Löwdin partial charges, in e, on atoms 1 to 6: 0.766, -0.757, -0.359, -0.112, -0.337, -0.317

---

Entry 2:
Here is 2 unconnected molecules or ions with the total composition CH2Cl3N3 at a distorted geometry from OMol25. Energies are from wB97M-V/def2-TZVPD.

Computed properties:
Orbital gap, Ha: 0.3655
HOMO level, eV: -9.8359
Maximum force, hartree/bohr: 0.0637
2S+1: 1
Electronic energy, hartree: -1583.9854
SMILES: N=C=NCl.ClNCl

CARTESIAN COORDINATES (ANGSTROEM)
N 2.107402 -0.190602 -0.097881
C 1.078868 0.447126 -0.069977
N 0.041601 0.986746 -0.415108
Cl -0.734685 2.463926 -0.341690
H 2.440022 -0.981367 0.583039
Cl -2.692041 -1.046455 -0.676973
N -2.929036 0.139661 0.568668
Cl -4.188483 1.193730 0.127282
H -2.207206 0.840392 0.520879

Force components x, y, z for each atom (eV/Å):
N 1.38 -2.30 1.89
C -0.24 0.63 -0.39
N -0.51 -0.59 -0.25
Cl 0.73 -0.03 0.38
H -1.22 2.42 -1.66
Cl 0.27 0.19 0.08
N -0.22 -0.31 0.38
Cl -1.35 0.51 -0.22
H 1.14 -0.52 -0.21

These are the Löwdin partial charges, in e, on atoms 1 to 6: 0.137, -0.395, -0.422, 0.652, 0.135, 0.466

---

Entry 3:
Here is a molecular structure, C47H36Br2MgN2OP2S3 at a distorted geometry from OMol25. Energies are from wB97M-V/def2-TZVPD.

Computed properties:
Orbital gap, Ha: 0.2112
HOMO level, eV: -6.4332
Maximum force, hartree/bohr: 0.0287
2S+1: 1
Electronic energy, hartree: -9222.9132

CARTESIAN COORDINATES (ANGSTROEM)
Mg 0.801267 -0.739600 -0.939078
S 0.531917 1.631597 -2.687925
P -0.436075 1.864261 -0.961789
C -0.008148 0.798789 0.328604
P 1.512277 1.169718 1.083163
S 2.859057 -0.288298 0.856582
C 2.338141 2.760782 0.730740
C 2.183519 3.868368 1.559448
C 2.824852 5.058850 1.253070
C 3.610183 5.157345 0.114692
C 3.762659 4.057617 -0.716665
C 3.135235 2.862257 -0.405904
C 1.228443 1.244739 2.894521
C -0.033790 1.010073 3.419356
C -0.219209 0.948018 4.795915
C 0.858537 1.125182 5.649455
C 2.126138 1.357652 5.128000
C 2.312376 1.409782 3.756814
C -2.220313 1.541020 -1.250449
C -2.918932 0.594220 -0.513813
C -4.265320 0.358221 -0.766558
C -4.923947 1.079063 -1.751760
C -4.236662 2.046208 -2.475104
C -2.892056 2.273838 -2.227261
C -0.544839 3.644335 -0.547069
C -1.179766 4.005105 0.639671
C -1.334998 5.341624 0.966936
C -0.856558 6.326050 0.112800
C -0.232296 5.970490 -1.072874
C -0.076336 4.630435 -1.405254
H 1.559345 3.799021 2.440064
H 2.707483 5.913977 1.907608
H 4.096074 6.094073 -0.129389
H 4.369975 4.130056 -1.610606
H 3.260917 2.000699 -1.047392
H -0.861286 0.882793 2.728952
H -1.206440 0.760505 5.201973
H 0.713125 1.083580 6.722031
H 2.972407 1.485920 5.791941
H 3.300350 1.560551 3.337945
H -2.401307 0.057797 0.271565
H -4.802312 -0.382732 -0.183934
H -5.971243 0.893090 -1.956611
H -4.753643 2.627060 -3.229154
H -2.347626 3.015332 -2.800343
H -1.555080 3.226636 1.295427
H -1.820522 5.617848 1.895427
H -0.966703 7.371201 0.375600
H 0.136865 6.736210 -1.744380
H 0.408344 4.340402 -2.329015
Br 4.895911 -1.068605 -6.295568
C 3.862277 -1.092059 -4.712958
C 4.379887 -0.573530 -3.539023
C 3.565965 -0.585600 -2.419514
N 2.321572 -1.049951 -2.429227
C 1.834115 -1.569638 -3.562870
C 2.585945 -1.615239 -4.733287
C 0.435277 -2.027842 -3.536982
C -0.044967 -2.971518 -4.444693
C -1.379640 -3.312161 -4.397069
Br -2.060865 -4.637602 -5.561940
C -2.220380 -2.698905 -3.482189
C -1.646391 -1.805158 -2.596683
N -0.354968 -1.488126 -2.600946
H 5.375473 -0.158003 -3.496173
H 3.922272 -0.207440 -1.468385
H 2.169731 -2.011857 -5.647389
H 0.620382 -3.441211 -5.154117
H -3.278400 -2.913551 -3.452836
H -2.257085 -1.314214 -1.849882
O 0.495799 -2.488283 -0.207809
S -0.365063 -3.710022 -0.154944
C -1.843982 -3.200821 0.746189
C -2.982172 -3.988977 0.681931
C -4.092833 -3.624919 1.427917
C -4.053351 -2.485899 2.221179
C -2.911758 -1.695368 2.255942
C -1.797359 -2.045652 1.510192
C 0.355468 -4.687213 1.175244
C 0.182455 -6.061123 1.172091
C 0.730667 -6.805371 2.206410
C 1.447190 -6.171665 3.211002
C 1.626740 -4.793566 3.187464
C 1.084000 -4.039729 2.160318
H -2.999975 -4.876709 0.059003
H -4.989690 -4.228956 1.385377
H -4.922077 -2.208602 2.803985
H -2.888006 -0.800606 2.864703
H -0.916260 -1.411452 1.487537
H -0.370379 -6.543718 0.374549
H 0.612108 -7.880755 2.225386
H 1.881754 -6.755242 4.012194
H 2.196506 -4.305040 3.966511
H 1.250004 -2.969824 2.103351

Force components x, y, z for each atom (eV/Å):
Mg 0.57 1.01 0.17
S 0.15 0.13 -0.35
P -0.41 -0.40 0.96
C 0.80 1.13 -0.51
P -1.30 -0.14 0.41
S 0.28 -0.49 -0.23
C -0.08 -0.09 0.00
C -0.03 -0.04 -0.13
C -0.04 0.11 0.06
C -0.02 0.05 -0.01
C 0.00 -0.04 -0.06
C 0.01 0.06 0.01
C 0.19 -0.05 -0.05
C -0.02 0.11 -0.01
C 0.00 0.00 0.04
C -0.07 0.00 0.04
C 0.10 0.02 -0.04
C -0.12 -0.02 0.04
C 0.03 0.10 -0.20
C -0.04 0.12 0.10
C -0.07 -0.03 -0.01
C -0.04 -0.06 0.01
C 0.05 0.06 -0.03
C -0.06 -0.12 -0.04
C 0.06 -0.05 -0.03
C 0.00 0.00 -0.06
C -0.01 -0.05 0.13
C 0.05 0.08 -0.04
C 0.03 0.02 0.00
C 0.00 0.01 0.08
H 0.00 0.03 0.03
H -0.02 0.00 -0.02
H 0.02 -0.01 0.02
H 0.00 0.00 0.01
H -0.03 0.01 -0.01
H 0.03 0.00 -0.02
H 0.01 0.02 0.00
H 0.01 -0.01 -0.01
H -0.02 0.01 0.01
H 0.02 0.01 0.05
H 0.04 0.08 -0.07
H 0.02 -0.01 0.00
H 0.00 0.02 0.03
H 0.01 -0.02 -0.01
H -0.01 0.01 -0.02
H 0.04 0.01 0.04
H -0.01 0.00 -0.02
H -0.02 -0.01 -0.01
H 0.01 0.00 0.02
H 0.03 -0.02 0.01
Br -0.09 -0.03 0.12
C 0.25 0.09 0.03
C -0.10 -0.07 -0.18
C 0.20 0.03 0.05
N -0.13 -0.37 -0.34
C 0.71 0.22 -0.16
C -0.30 -0.08 0.05
C -0.70 -0.27 -0.12
C 0.28 0.14 0.02
C -0.26 -0.07 0.03
Br 0.07 0.13 0.06
C 0.13 -0.08 -0.18
C -0.15 0.09 0.06
N 0.08 -0.37 -0.39
H 0.00 -0.01 0.03
H -0.09 0.02 0.02
H 0.01 0.04 -0.01
H -0.03 -0.02 0.00
H 0.01 -0.01 0.06
H 0.00 0.00 0.05
O 0.13 -0.68 0.33
S -0.37 -0.34 0.66
C 0.11 0.02 -0.09
C 0.05 -0.09 -0.09
C -0.03 -0.04 -0.03
C 0.02 0.03 -0.01
C -0.10 -0.05 0.05
C 0.20 -0.06 -0.03
C 0.04 0.07 -0.25
C -0.10 0.02 -0.05
C 0.02 -0.05 0.05
C 0.01 0.03 0.02
C 0.00 -0.06 -0.01
C 0.05 0.13 -0.04
H -0.02 0.01 0.02
H 0.01 0.00 0.01
H 0.01 0.01 0.00
H 0.01 0.02 -0.03
H 0.00 0.04 0.06
H 0.01 -0.01 0.00
H -0.02 0.01 -0.03
H -0.01 -0.01 0.00
H 0.01 0.01 -0.02
H -0.02 0.04 -0.01

These are the Löwdin partial charges, in e, on atoms 1 to 6: 0.267, 0.306, 0.365, -0.572, 0.397, 0.333

---

Number 1 is which compound?
C5H10N2S

---

What is the orbital gap in the second record?
0.3655 Ha